C12H28O6Sn | wB97M-V/def2-TZVPD

```
47
Properties=species:S:1:pos:R:3:forces:R:3:mulliken_charge:R:1
Sn -1.335 1.013 -0.727 -0.96 -3.29 8.25 0.924
C -1.594 1.174 -3.446 -0.50 -0.05 -3.30 -0.718
O -0.807 1.669 -2.374 2.23 2.18 -3.90 -0.059
C -0.660 3.109 -2.336 -0.88 2.36 -1.53 -0.728
C 0.207 3.630 -1.209 -0.03 -0.18 -0.80 -0.462
O -0.200 2.984 -0.028 -0.71 -1.24 -0.54 -0.320
C 0.638 2.992 1.139 1.02 1.20 0.93 -0.343
C -0.273 2.693 2.281 0.36 0.10 -0.50 -0.730
O -0.601 1.353 2.019 -1.12 -0.59 0.42 -0.116
C -1.170 0.627 3.106 -0.26 -0.22 1.01 -0.861
H -2.108 0.221 -3.317 0.45 -0.16 0.89 0.420
H -0.914 1.061 -4.293 -0.12 -0.11 0.04 0.291
H -2.379 1.863 -3.768 0.15 0.32 0.44 0.334
H -1.662 3.552 -2.355 -0.24 -0.28 0.65 0.520
H -0.317 3.473 -3.309 0.64 -0.39 0.09 0.482
H -0.017 4.688 -1.073 0.43 0.17 -0.43 0.506
H 1.230 3.407 -1.519 0.14 0.51 0.78 0.414
H 1.072 3.969 1.370 -0.14 0.32 -0.82 0.541
H 1.462 2.290 1.008 -0.27 -0.15 0.08 0.122
H -1.117 3.386 2.226 -0.38 -0.23 -0.03 0.328
H 0.198 2.923 3.238 0.26 -0.64 0.11 0.457
H -1.686 -0.261 2.750 0.37 -0.04 -0.26 0.135
H -1.914 1.150 3.712 -0.08 0.62 -0.51 0.414
H -0.400 0.378 3.838 0.21 -0.29 -0.26 0.345
C 2.113 0.824 -1.706 0.93 0.39 -0.76 -0.890
O 1.524 0.436 -0.470 -0.65 0.41 -0.73 0.110
C 1.900 -0.904 -0.182 -0.34 -1.72 0.93 -0.756
C 1.096 -1.495 0.952 -0.88 0.53 -0.64 -0.657
O -0.315 -1.398 0.583 0.69 0.11 0.19 -0.034
C -1.069 -2.403 1.249 -0.38 -1.81 -0.76 -1.004
C -1.016 -3.857 0.580 0.84 1.51 1.91 -0.691
O 0.296 -4.395 0.697 -0.24 1.28 -0.16 -0.302
C 0.360 -5.756 0.369 -0.02 -0.53 -0.53 -0.758
H 1.887 1.849 -1.999 -0.07 -0.08 0.61 0.062
H 1.818 0.253 -2.591 -0.27 -0.59 0.35 0.396
H 3.202 0.761 -1.650 0.01 -0.06 0.12 0.382
H 2.914 -1.049 0.202 0.41 0.73 -0.66 0.375
H 1.735 -1.528 -1.062 0.18 0.07 -0.13 0.379
H 1.321 -0.977 1.887 -0.42 0.23 0.09 0.239
H 1.332 -2.548 1.095 0.25 0.04 -0.26 0.609
H -2.121 -2.117 1.192 0.00 0.13 0.13 0.449
H -0.760 -2.476 2.293 0.00 0.02 0.05 0.476
H -1.416 -3.746 -0.430 0.20 -0.50 -0.24 0.354
H -1.625 -4.484 1.236 -0.68 0.06 -0.38 0.483
H 0.096 -5.867 -0.686 -0.04 -0.35 0.02 0.325
H -0.305 -6.359 0.994 -0.09 0.03 -0.02 0.298
H 1.379 -6.111 0.514 -0.01 0.17 0.04 0.255
```
Positions in Å, forces in eV/Å.

Properties
Calculated total energy (Ha): -1139.0152
Kohn-Sham gap (hartree): 0.260
Charge: +2
Relative energy (zero: lowest compared OMol25 entry of this formula, charge and spin) (kcal per mole): 45.0
Largest force on an atom (eV Å⁻¹): 8.9